Here is a structure of composition ClH3O3SSi from OMol25. Energies are from ωB97M-V/def2-TZVPD.

Properties
Energy relative to the best compared isomer or geometry (same formula, charge and spin)   82.3 kcal per mole
DFT total energy   -1375.330695 hartree
HOMO level   -11.2 eV

Geometry as ORCA input:
```
! RIJCOSX wB97M-V def2-TZVPD def2/J DEFGRID3
* xyz 0 1
Cl -0.7309 3.2005 -2.8941
S -0.8096 1.3853 -2.4060
Si 0.5480 -0.1245 -0.4783
O -0.0819 0.6015 -3.2749
O -2.0974 0.9319 -2.1190
O 0.2223 1.3986 -0.7924
H 1.8146 -0.5165 -1.1110
H 0.5492 0.0078 0.9923
H -0.3785 -0.9940 -1.0638
*
```

=====

Here is an isolated molecule of ClH3OSi from OMol25. Energies are from ωB97M-V/def2-TZVPD.

Properties
Energy relative to the best compared isomer or geometry (same formula, charge and spin)   106.7 kcal per mole
SMILES   [SiH3]OCl
DFT total energy   -826.634881 hartree
HOMO level   -10.8 eV

Geometry as ORCA input:
```
! RIJCOSX wB97M-V def2-TZVPD def2/J DEFGRID3
* xyz 0 1
Cl -2.6117 -0.0645 -0.1983
Si 0.6342 0.0169 0.0142
O -0.9194 0.6261 0.2528
H 0.8866 -0.4791 -1.4175
H 1.3214 1.1328 0.3804
H 0.6888 -1.2323 0.9685
*
```

=====

Here is a structure of composition ClH40NiO20 from OMol25. Energies are from ωB97M-V/def2-TZVPD.

Properties
Energy relative to the best compared isomer or geometry (same formula, charge and spin)   9.6 kcal per mole
DFT total energy   -3497.200290 hartree
HOMO level (spin up / spin down)   -11.9 / -11.9 eV

Geometry as ORCA input:
```
! RIJCOSX wB97M-V def2-TZVPD def2/J DEFGRID3
* xyz 1 3
Ni 5.3860 -22.0558 -19.9931
Cl 3.2261 -21.7923 -21.2159
O 2.9811 -19.1390 -18.5724
O 5.7723 -20.7699 -15.6322
O 4.2041 -25.4732 -17.1791
O 7.6497 -23.8764 -16.6084
O 6.3116 -23.1924 -21.5472
O 0.5850 -20.6922 -19.3078
O 9.3078 -20.4264 -21.7549
O 8.9771 -24.8486 -19.8468
O 6.2891 -20.4029 -20.8815
O 4.0063 -25.3390 -21.5106
O 7.9911 -22.2698 -23.5197
O 4.8769 -18.0460 -21.0044
O 4.7586 -21.1143 -18.2397
O 5.4373 -22.8593 -24.7617
O 9.1158 -20.3177 -19.0407
O 6.5183 -26.5378 -18.7820
O 0.5840 -23.4797 -21.9841
O 1.9833 -19.3056 -23.0129
O 4.7387 -23.9406 -19.2539
O 7.3144 -22.3690 -18.9083
H 9.9721 -19.7910 -22.0219
H 5.6193 -26.4019 -18.4828
H 1.2489 -22.8246 -21.7722
H 6.9710 -26.9051 -18.0227
H 6.0492 -24.1090 -21.6323
H 4.4794 -26.0087 -16.4351
H 4.3523 -17.7197 -21.7356
H 9.8786 -20.8400 -18.7924
H 9.2285 -20.3074 -20.8084
H 4.6043 -17.5137 -20.2570
H 4.4082 -24.6317 -19.8279
H 8.4987 -24.2537 -16.8390
H 3.2620 -18.5092 -19.2362
H 5.0039 -21.0874 -17.3148
H 7.0842 -20.1806 -21.3659
H 2.6975 -18.5993 -17.8344
H 7.3551 -22.8917 -18.1075
H 4.1991 -20.3474 -18.3620
H 6.6675 -20.5057 -15.8444
H 1.4631 -19.8266 -23.6246
H 4.5817 -22.5813 -24.4347
H 4.3968 -26.0344 -22.0399
H 0.6994 -21.2703 -20.0620
H 3.2630 -25.6315 -17.2535
H 1.4333 -20.2610 -19.2050
H 4.6487 -24.2987 -18.3708
H 5.7728 -20.8776 -14.6811
H 7.9537 -21.6699 -18.7713
H 7.9733 -22.0516 -24.4515
H 3.3337 -24.9571 -22.0746
H 2.4914 -19.9502 -22.5204
H 8.9811 -19.7237 -18.3022
H 8.3946 -25.0155 -19.1058
H 7.3358 -24.4170 -15.8835
H 8.4664 -25.1024 -20.6155
H 0.8769 -23.8597 -22.8124
H 8.7184 -21.7572 -23.1670
H 7.1190 -23.1256 -22.0570
H 5.7396 -19.6221 -20.9508
H 6.0615 -22.5167 -24.1220
*
```

=====

Here is a cluster of 24 separate species, ClH46O23 in total from OMol25. Energies are from ωB97M-V/def2-TZVPD.

Properties
Energy relative to the best compared isomer or geometry (same formula, charge and spin)   48.8 kcal per mole
DFT total energy   -2218.468136 hartree
HOMO level   -7.5 eV

Geometry as ORCA input:
```
! RIJCOSX wB97M-V def2-TZVPD def2/J DEFGRID3
* xyz -1 1
Cl -15.9933 16.6213 -19.7598
O -18.1323 16.1205 -22.6201
O -20.8959 17.2540 -19.6700
O -14.4184 14.9474 -23.2883
O -14.1520 19.2265 -14.7562
O -11.7650 19.0464 -18.5067
O -14.8234 18.0286 -23.1711
O -16.8960 12.4024 -21.9072
O -18.0172 14.7697 -15.6903
O -16.9638 14.0880 -24.4271
O -11.7709 15.7220 -23.5714
O -15.0582 20.1183 -21.3447
O -18.3092 18.8591 -20.2114
O -14.8096 13.6213 -20.7581
O -19.4169 12.5381 -18.6584
O -13.9547 15.3204 -15.8332
O -17.2618 19.8356 -16.7188
O -15.4167 17.6773 -16.6374
O -12.1988 13.9846 -19.8269
O -19.2328 17.7485 -17.1084
O -18.9064 15.4936 -18.8809
O -12.3095 16.9249 -20.3996
O -17.5236 21.6810 -19.1681
O -14.8126 13.3454 -17.4288
H -13.2374 16.8766 -20.6298
H -14.0510 17.5319 -23.4414
H -14.8888 13.7168 -18.3078
H -18.9157 14.7980 -16.0191
H -21.0734 17.5731 -18.7852
H -17.6685 18.1895 -20.4510
H -17.1529 14.8312 -23.8543
H -19.8248 17.1484 -16.6550
H -15.3452 17.4048 -22.6663
H -15.2109 17.5134 -17.5578
H -17.8050 20.9271 -19.6865
H -17.5837 14.1111 -16.2330
H -20.4611 16.4114 -19.5386
H -17.8952 22.4370 -19.6227
H -17.8199 12.6137 -22.0416
H -17.9496 19.1925 -16.8906
H -12.1643 13.5325 -18.9840
H -14.5373 16.0282 -16.1088
H -15.2644 12.5033 -17.4841
H -19.1498 18.4012 -20.2206
H -20.3331 12.3494 -18.8613
H -17.2008 20.3437 -17.5276
H -18.0667 15.5018 -19.3405
H -14.3865 18.5805 -14.0898
H -12.6384 15.4634 -23.2604
H -11.1829 15.0481 -23.2304
H -13.1034 13.8765 -20.1204
H -14.4497 14.5202 -16.0086
H -17.8196 13.6973 -24.6038
H -15.3926 19.5236 -20.6733
H -19.8123 18.3674 -17.5527
H -16.3661 17.7980 -16.6216
H -19.0466 16.0173 -22.3563
H -11.9958 18.6306 -19.3374
H -15.3240 13.0754 -21.3527
H -12.0681 16.0237 -20.1858
H -19.4051 13.4718 -18.4480
H -16.8886 11.4623 -21.7273
H -12.4083 19.7476 -18.4023
H -15.4451 14.2295 -20.3805
H -15.1186 14.6540 -23.8712
H -15.0449 19.5935 -22.1450
H -14.4674 18.8493 -15.5775
H -18.7781 16.0811 -18.1362
H -17.6423 16.1073 -21.7980
H -14.5662 14.4660 -22.4743
*
```

=====

Here is a cluster of 2 separate species, ClH4N2OP in total from OMol25. Energies are from ωB97M-V/def2-TZVPD.

Properties
Energy relative to the best compared isomer or geometry (same formula, charge and spin)   114.6 kcal per mole
DFT total energy   -988.608244 hartree
HOMO level   -9.3 eV

Geometry as ORCA input:
```
! RIJCOSX wB97M-V def2-TZVPD def2/J DEFGRID3
* xyz 0 1
Cl 2.3468 -0.0709 0.0865
P -0.3587 -0.2814 -0.7466
O -1.5723 -0.9637 0.2454
N -0.3464 1.3569 -0.0501
N 0.8327 -0.8865 0.4172
H 1.0392 -2.3460 -0.0403
H -0.9078 1.9056 -0.7023
H -1.5529 -0.4917 1.0535
H 0.5194 1.7777 -0.2633
*
```

=====

Here is a cluster of 2 separate species, ClH4NSi in total from OMol25. Energies are from ωB97M-V/def2-TZVPD.

Properties
Energy relative to the best compared isomer or geometry (same formula, charge and spin)   79.2 kcal per mole
DFT total energy   -806.772276 hartree
HOMO level   -8.3 eV

Geometry as ORCA input:
```
! RIJCOSX wB97M-V def2-TZVPD def2/J DEFGRID3
* xyz 0 1
Cl -1.6088 -2.0316 -0.2123
Si -0.5266 -0.6428 0.7301
N 0.6111 1.1120 -0.9086
H 1.5720 1.4420 -0.6677
H -1.3568 0.4708 1.3394
H 0.6617 -1.0253 1.5094
H 0.6473 0.6749 -1.7903
*
```

=====

Here is a cluster of 2 separate species, ClH7N2Si2 in total from OMol25. Energies are from ωB97M-V/def2-TZVPD.

Properties
Energy relative to the best compared isomer or geometry (same formula, charge and spin)   31.8 kcal per mole
DFT total energy   -1152.932701 hartree
HOMO level   -8.6 eV

Geometry as ORCA input:
```
! RIJCOSX wB97M-V def2-TZVPD def2/J DEFGRID3
* xyz 0 1
Cl -2.7272 -1.3516 -0.7897
Si 2.1048 -0.4868 1.0677
Si -2.3355 0.4876 0.0270
N 0.7488 -1.1786 0.2737
N 2.5241 0.6628 -0.1335
H 1.9234 1.1063 -0.8576
H -3.0433 1.5470 -0.7452
H -2.7753 0.5741 1.4107
H 3.3905 1.1595 -0.0041
H 0.6162 -0.9559 -0.7330
H -0.9035 0.5624 -0.0100
H 0.4770 -2.1269 0.4938
*
```

=====

Here is a structure of composition ClH8NaO4 from OMol25. Energies are from ωB97M-V/def2-TZVPD.

Properties
Energy relative to the best compared isomer or geometry (same formula, charge and spin)   61.8 kcal per mole
DFT total energy   -928.234019 hartree
HOMO level   -10.2 eV

Geometry as ORCA input:
```
! RIJCOSX wB97M-V def2-TZVPD def2/J DEFGRID3
* xyz 0 1
Cl 0.1962 0.6659 0.2787
Na -0.6158 2.1066 1.7393
O -1.6487 1.3452 -1.5058
O 1.8619 -0.2119 -1.5739
O 1.9456 -1.0604 1.4920
O -1.9698 -0.8631 0.9485
H -1.2004 -0.5918 0.4478
H 1.5079 -1.0539 -1.8602
H -1.2161 0.9603 -0.7435
H -1.8526 -0.4572 1.8074
H 1.1424 -0.6333 1.1941
H -1.9221 0.5934 -2.0315
H 2.5664 -0.9307 0.7751
H 1.2051 0.1310 -0.9679
*
```